1.
Below is a molecular structure, C27H40N3O2PW in a non-equilibrium geometry, with properties calculated with ωB97M-V/def2-TZVPD.

Summary:
max |F|: 0.03741 Eh/bohr
frontier orbital gap (spin up / spin down): 0.245 / 0.262 Eh
LUMO level (spin up / spin down): -7.1 / -7.0 eV

```
! wB97M-V def2-TZVPD RIJCOSX def2/J DEFGRID3
* xyz 2 3
C -0.848 -2.669 2.347
H 4.242 -0.715 -3.823
H -1.710 -4.409 1.500
C 1.167 2.242 0.339
H 1.901 2.891 0.814
H -5.395 1.185 -2.275
H 2.853 -2.408 -4.982
C 0.048 1.726 -1.857
H -5.451 1.858 -0.661
H 2.767 3.668 -1.189
C -0.002 -0.695 3.445
H -5.761 0.132 -0.923
C 0.849 -1.823 -2.295
C -1.098 -3.577 1.142
H -2.720 -2.350 0.371
C 1.395 -1.927 1.910
H -3.256 -1.289 3.118
H -4.343 2.475 1.133
H -0.840 1.538 -3.791
C 1.068 2.356 -1.075
H -0.652 -3.313 -2.147
C -5.161 0.982 -1.234
C -0.304 -2.381 -1.703
C -2.389 3.290 0.695
O -0.823 0.900 -1.309
W -0.489 -0.144 0.256
C 0.645 1.619 2.547
O 1.305 -0.401 -0.444
H -1.823 -2.334 2.708
C 1.316 -2.359 -3.519
H 0.551 2.672 2.835
C 1.662 -0.859 -1.617
C 3.299 -1.018 -3.394
N 0.006 -1.453 2.145
C 0.889 2.800 -3.855
C 1.911 3.393 -3.112
H -3.912 0.304 3.502
H 2.638 4.017 -3.605
C -4.098 -0.620 2.962
H -0.455 1.185 4.333
H -0.393 -3.285 3.133
H 1.664 1.306 2.805
H 2.079 -1.077 1.845
H -0.714 -1.161 4.131
H 0.980 -0.770 3.921
H -3.421 -0.229 -1.650
H -4.975 -1.089 3.403
H -0.169 -4.013 0.767
H -4.550 -1.304 0.960
C -3.670 0.694 -1.112
N 0.428 1.472 1.113
H -1.356 0.882 2.846
C -0.371 0.783 3.321
H -3.099 1.501 -1.583
C -4.348 -0.364 1.481
N -0.931 -1.928 -0.631
H 0.689 -3.080 -4.022
H 0.830 2.968 -4.918
C -0.041 2.000 -3.230
C 2.884 -0.478 -2.199
C -1.838 -2.879 -0.009
H -5.240 0.260 1.382
C 1.985 3.190 -1.757
H -2.719 3.565 -0.304
C 2.514 -1.972 -4.055
P -2.979 0.534 0.606
H 1.464 -2.496 0.977
H 3.484 0.252 -1.680
H 1.718 -2.580 2.730
H -2.402 4.192 1.303
H -2.166 -3.638 -0.729
C -3.293 2.225 1.306
H -3.151 2.187 2.391
H -1.360 2.927 0.632
*
```

2.
Below is a single C5H7BO3S molecule in a non-equilibrium geometry, with properties calculated with ωB97M-V/def2-TZVPD.

Summary:
max |F|: 0.05395 Eh/bohr
frontier orbital gap (spin up / spin down): 0.249 / 0.249 Eh
energy above the lowest of the compared OMol25 structures with the same formula, charge and spin: 66.4 kcal/mol
LUMO level (spin up / spin down): -0.9 / -0.9 eV

```
! wB97M-V def2-TZVPD RIJCOSX def2/J DEFGRID3
* xyz 0 1
C -2.796 -0.335 0.042
H -3.037 1.767 -0.375
H -0.468 1.607 0.278
C -0.928 0.973 -0.424
O 1.569 1.508 1.410
H 1.624 -2.780 -0.139
H -0.797 1.187 -1.466
O 1.982 -0.264 -1.208
C -2.373 0.887 -0.350
O 1.639 -2.006 0.519
C 2.011 0.423 1.156
H -3.871 -0.526 0.092
H 2.906 0.021 -1.239
C -0.272 -0.314 -0.071
H 2.947 0.025 1.611
B 1.298 -0.710 -0.002
S -1.436 -1.462 0.167
*
```

3.
Below is 11 unconnected molecules or ions with the total composition C41H63NO19 in a non-equilibrium geometry, with properties calculated with ωB97M-V/def2-TZVPD.

Summary:
max |F|: 0.09598 Eh/bohr
SMILES string: c1cc[nH]c1.O=C1CCCO1.O=C1CCCO1.O=C1CCCO1.O=C1CCCO1.O=C1CCCO1.O=C1CCCO1.O=C1CCCO1.O=C1CCCO1.O=C1CCCO1.CO
frontier orbital gap: 0.323 Eh
LUMO level: -0.1 eV

```
! wB97M-V def2-TZVPD RIJCOSX def2/J DEFGRID3
* xyz 0 1
O -0.148 -15.149 -12.391
C 4.999 -21.912 -19.677
C -0.375 -13.195 -13.718
H 0.550 -19.977 -11.558
C 4.432 -19.260 -12.265
H 3.643 -15.493 -12.173
H -1.801 -24.751 -19.283
C -4.406 -18.475 -14.859
O 5.615 -13.394 -21.367
O 4.194 -17.406 -15.875
H -0.273 -21.888 -17.104
C 3.907 -15.321 -13.217
H 2.063 -18.204 -20.944
O 2.834 -17.901 -17.467
C 0.899 -16.585 -21.889
H 4.193 -16.249 -13.713
C 6.165 -19.997 -13.624
C -1.112 -22.610 -18.946
C -2.049 -16.456 -17.701
H 6.947 -21.475 -18.828
C 5.452 -16.238 -19.190
H -1.483 -15.533 -19.757
O 2.827 -14.762 -14.010
H 3.278 -22.137 -17.325
H 0.683 -21.443 -18.504
O 6.687 -19.573 -12.488
H 5.876 -18.530 -10.801
H 3.597 -19.619 -11.664
C -1.222 -16.370 -16.575
O 4.505 -14.148 -19.438
C 1.872 -18.058 -15.364
H -2.515 -21.059 -14.067
C 6.042 -15.641 -20.424
H 5.248 -14.362 -15.463
H -3.962 -18.971 -12.842
C -4.018 -19.500 -13.793
O 3.774 -21.592 -19.220
O 0.840 -23.449 -17.962
H 4.146 -19.725 -14.411
O 6.848 -20.142 -14.604
H 5.106 -12.651 -14.878
H 0.741 -17.775 -18.001
H -2.046 -24.131 -17.661
H 1.775 -15.993 -22.152
C 0.348 -17.875 -23.741
C -0.241 -12.779 -12.249
H 0.176 -15.219 -14.396
H 1.529 -20.024 -16.167
H 0.560 -12.888 -14.185
H -1.089 -18.771 -11.788
C -1.338 -15.781 -18.716
H -1.427 -16.857 -15.633
C 3.308 -13.873 -14.929
H 7.127 -15.584 -20.505
C 4.641 -20.102 -13.517
H 3.314 -15.917 -18.886
C -0.490 -14.740 -13.678
C 5.724 -19.407 -11.430
H 1.311 -17.131 -15.246
H 4.873 -13.446 -12.626
H 0.429 -19.752 -22.702
O -2.286 -20.477 -16.775
O 0.213 -16.698 -23.119
H -1.484 -15.136 -13.887
O -3.707 -18.847 -16.067
H -1.227 -12.636 -14.105
H 5.560 -20.350 -17.194
C -0.032 -14.142 -11.569
H -5.468 -18.466 -15.105
H 4.199 -18.202 -12.387
H 0.520 -14.836 -18.819
H 6.226 -16.289 -18.424
C -2.883 -19.872 -15.847
N -0.144 -15.314 -18.226
C 5.381 -14.322 -20.555
H -0.328 -17.927 -13.217
O 2.598 -13.236 -15.705
H -1.960 -19.387 -13.975
O 0.265 -14.253 -10.381
H 5.917 -14.760 -13.191
H 1.669 -19.344 -18.322
C 5.242 -21.371 -17.403
H 0.383 -18.360 -20.857
H -4.193 -17.453 -14.544
H 5.104 -17.259 -19.345
H 4.153 -15.223 -17.676
H 0.752 -15.276 -16.310
C 1.052 -18.863 -22.802
C 6.034 -21.989 -18.529
H 5.656 -16.229 -21.256
H 1.943 -18.579 -14.409
H 0.249 -16.124 -21.146
H -2.932 -17.074 -17.769
C 1.168 -18.045 -21.544
H 4.431 -21.149 -13.298
O 0.705 -19.426 -12.329
C 3.107 -17.782 -16.208
C 4.784 -13.684 -14.745
H -0.827 -22.563 -19.997
O 5.106 -22.125 -20.902
C 1.206 -18.991 -16.292
C 4.960 -14.261 -13.344
H 3.380 -20.323 -17.659
H 0.252 -17.548 -11.554
O -0.054 -18.117 -24.907
C -1.408 -24.056 -18.541
C -0.196 -18.302 -12.202
H 0.129 -19.064 -16.140
H 0.329 -11.893 -11.970
H 2.004 -18.989 -23.318
C 0.091 -22.246 -18.067
H 6.290 -23.042 -18.406
H -4.845 -20.209 -13.756
H -1.257 -12.487 -11.983
C -2.746 -20.036 -14.364
C 0.000 -24.492 -18.166
H 5.452 -21.842 -16.442
H 5.666 -20.290 -10.794
H -1.952 -21.931 -18.797
C 1.538 -18.456 -17.703
C 3.787 -21.319 -17.836
C -0.048 -15.649 -16.932
C 4.258 -15.391 -18.748
O 0.472 -25.576 -18.070
*
```

4.
Below is a single C7H10O2 molecule, with properties calculated with ωB97M-V/def2-TZVPD.

Summary:
max |F|: 0.01880 Eh/bohr
SMILES string: CC(=O)C(=O)C=C(C)C
frontier orbital gap: 0.353 Eh
energy above the lowest of the compared OMol25 structures with the same formula, charge and spin: 16.6 kcal/mol
LUMO level: 0.3 eV

```
! wB97M-V def2-TZVPD RIJCOSX def2/J DEFGRID3
* xyz 0 1
H -3.254 -1.146 0.015
O -1.350 -1.341 1.810
H -2.176 -0.872 -1.332
H 2.938 1.295 -0.509
H 0.260 0.333 -1.698
H 0.804 0.352 2.206
C 1.307 0.145 0.177
O -1.932 1.638 0.446
H 3.404 -0.158 0.359
H 1.826 -0.479 -1.816
C 0.461 0.082 1.207
C 0.930 -0.371 -1.194
H 0.426 -1.331 -1.123
C -0.927 -0.408 1.171
C -1.896 0.443 0.320
H 2.795 1.250 1.249
C 2.687 0.676 0.327
C -2.778 -0.370 -0.572
H -3.527 0.262 -1.043
*
```

5.
Below is 5 unconnected molecules or ions with the total composition C24H48ClFN2O13P in a non-equilibrium geometry, with properties calculated with ωB97M-V/def2-TZVPD.

Summary:
max |F|: 0.11269 Eh/bohr
frontier orbital gap: 0.185 Eh
LUMO level: -5.8 eV

```
! wB97M-V def2-TZVPD RIJCOSX def2/J DEFGRID3
* xyz 1 1
C 2.430 6.052 2.276
Cl 0.598 2.669 1.467
C 3.134 4.690 4.079
H 0.319 -1.876 -1.486
O 0.623 -8.126 -5.112
H -1.331 -3.489 -0.201
C 1.493 -3.385 0.460
H -7.974 2.838 3.402
H -3.273 -2.121 0.380
O 2.451 7.868 3.899
H 1.419 -0.252 -4.915
H 0.975 -1.497 -6.120
O 3.335 -0.665 1.076
H 0.993 -2.384 -3.839
C 0.463 1.124 -2.529
H -4.277 4.230 3.224
C 1.560 -5.249 -6.319
O 2.554 0.423 3.467
H 4.419 7.302 4.313
O -0.458 -1.142 -4.672
H 0.965 -6.073 -6.720
H 0.962 -5.383 -3.195
C 3.703 8.096 4.533
C 0.044 -1.191 -2.288
C -0.634 -0.303 2.231
H 1.581 -9.017 -6.683
H 1.798 8.080 1.985
C 0.874 -7.402 -3.909
C 0.010 -1.962 -3.606
C -2.098 -0.617 1.714
C -3.791 3.258 3.333
H 2.635 5.390 4.754
H 2.604 -7.915 -5.744
O -4.689 2.185 3.067
N -1.098 -2.705 0.443
H -7.156 2.164 1.984
H -2.976 0.085 1.989
H -0.944 -0.779 -2.050
P 2.369 -0.929 2.460
H 0.070 -7.656 -3.212
H 2.460 5.865 1.198
O 1.948 -5.487 -4.972
H 3.539 8.127 5.611
C 0.277 -2.433 0.926
H -2.970 3.198 2.617
C 0.852 -5.896 -4.155
O -0.215 0.959 4.356
C 2.593 7.550 2.517
H 4.111 9.060 4.214
H -5.923 5.250 0.922
H 2.156 -9.513 -5.078
F 0.969 -5.917 0.780
N 2.838 -2.210 3.326
O 3.504 5.312 2.855
C 1.008 -4.798 -0.101
H 2.049 -2.855 -0.409
C -6.280 4.235 1.100
H 2.477 3.838 3.878
H 2.256 -3.582 1.286
C 0.605 -1.213 1.864
H -0.102 -5.585 -4.596
H 0.203 0.101 -6.156
H -6.199 1.331 4.133
H -5.450 3.542 0.946
C 0.601 -0.676 -5.502
O -6.785 4.169 2.427
H 4.041 4.326 4.564
H 3.457 0.341 3.881
O 0.666 -4.997 -1.282
H 2.465 -5.149 -6.921
O -0.632 2.329 2.571
C -5.926 2.325 3.769
C -2.241 -1.865 0.802
H -5.810 2.982 4.637
H -0.051 1.457 -1.620
C -7.033 2.829 2.847
H 1.272 1.822 -2.746
H -0.697 -2.792 -3.509
H 0.991 -4.317 -6.382
H 3.554 7.905 2.129
H -0.234 1.128 -3.368
H 1.823 -7.710 -3.457
H 1.464 5.697 2.652
O 1.030 -0.163 -2.319
H -3.384 3.158 4.343
H 3.655 -2.637 2.837
H -7.081 4.017 0.387
H 3.125 0.272 0.806
C 1.812 -8.663 -5.677
C -0.469 0.998 3.130
*
```

6.
Below is a molecular structure, C31H42N3PY in a non-equilibrium geometry, with properties calculated with ωB97M-V/def2-TZVPD.

Summary:
max |F|: 0.05402 Eh/bohr
frontier orbital gap (spin up / spin down): 0.178 / 0.157 Eh
energy above the lowest of the compared OMol25 structures with the same formula, charge and spin: 64.0 kcal/mol
LUMO level (spin up / spin down): 2.4 / 2.4 eV

```
! wB97M-V def2-TZVPD RIJCOSX def2/J DEFGRID3
* xyz -1 1
C -1.899 -1.764 0.618
H -3.336 3.682 -4.553
H 0.833 -2.136 -0.375
C -3.390 1.507 -6.224
C 0.671 0.795 4.297
H -3.008 -3.546 0.241
H -3.570 0.440 -6.289
C -2.121 -3.016 -0.146
H 4.214 -3.977 -0.952
N 2.188 -0.623 5.309
C -1.328 -2.873 2.859
H -1.947 -0.719 4.553
C 4.107 -0.182 3.235
C 4.014 -4.160 0.112
C -2.410 1.818 -5.146
H 4.312 -5.192 0.348
C -2.487 3.006 -4.419
C -1.423 0.894 -4.794
H -1.398 2.418 1.953
H -1.999 2.369 0.250
C -1.530 3.337 -3.441
C 0.482 0.107 -3.433
H 1.292 0.418 -2.725
H 2.680 1.294 2.476
H 2.323 -1.493 0.466
C -2.719 -0.056 -1.158
H 0.979 4.866 -2.545
C -1.803 -0.366 2.455
N 1.499 2.497 -0.347
C -1.634 -1.721 1.986
C 4.316 -1.135 4.238
H 4.597 -3.462 0.730
C 2.273 -3.625 2.239
H -1.424 -0.105 -5.243
H -0.680 -3.596 2.342
C 1.951 0.273 4.300
C 1.131 3.985 -1.942
H -2.425 -0.727 -1.979
H -0.133 0.172 4.637
C 2.949 0.582 3.278
C -0.417 2.491 -3.275
C 1.747 3.814 -0.754
H 0.496 1.672 3.681
H -1.997 4.077 -1.474
H 5.207 -1.762 4.238
H -0.984 5.212 -2.440
P 2.199 -3.990 0.431
H 2.356 4.477 -0.158
C -2.112 1.926 1.259
Y 0.415 0.799 0.569
N 0.585 2.756 -2.323
H -2.232 -3.425 3.167
C -0.441 1.207 -3.846
C -1.969 0.445 1.256
C 0.914 1.808 -1.385
H -4.336 2.012 -6.070
H 3.557 -1.971 6.051
H 1.285 -3.745 2.701
H 4.832 -0.050 2.429
H -2.509 0.971 -1.495
C -2.054 -0.420 0.123
C 1.918 -2.262 -0.216
H -3.122 2.210 1.601
H 2.422 -2.173 -1.189
H -0.108 -0.686 -2.930
H -1.269 -3.707 -0.049
H -2.117 1.093 3.997
C 3.342 -1.268 5.251
C -1.796 4.466 -2.494
H 0.993 -0.347 -4.303
H 2.632 -2.614 2.462
C -1.890 0.050 3.774
H -2.713 4.975 -2.828
H -0.808 -2.546 3.770
H -3.822 -0.131 -1.048
H 2.948 -4.353 2.703
H -2.291 -2.819 -1.210
H -3.007 1.822 -7.190
*
```

> Among the records above, which one has the highest max |F|?

C24H48ClFN2O13P

> Number 2 is which compound?

C5H7BO3S

> Which of these has the lowest max |F|?

C7H10O2